Entry 1:
The ion C5H11NO with charge +1, computed with ωB97M-V with the def2-TZVPD basis set.

Geometry as XYZ:
```
18
Properties=species:S:1:pos:R:3:forces:R:3
C -2.097 -0.372 -0.770 -1.44 0.32 1.93
O -2.692 0.927 -0.593 -1.04 0.58 1.25
C -1.268 -0.737 0.517 -1.69 -3.46 -1.05
C -0.113 0.181 0.844 0.22 1.42 1.24
C 1.008 0.309 -0.103 -1.93 0.23 -1.22
C 2.316 0.171 0.228 3.40 -2.32 1.39
N 3.375 0.089 -0.647 -2.61 3.15 0.17
H -1.525 -0.416 -1.735 -0.56 0.27 1.00
H -2.978 -1.056 -0.789 1.07 -0.16 -0.40
H -3.422 0.950 0.145 2.17 -0.54 -2.18
H -1.935 -0.893 1.426 0.61 1.05 -1.07
H -1.085 -1.860 0.341 0.92 1.53 0.21
H 0.326 0.007 1.848 -0.46 -0.11 -0.46
H -0.685 1.179 0.940 1.05 -0.80 -0.40
H 0.833 0.501 -1.165 -0.35 -0.02 0.14
H 2.626 -0.174 1.233 -0.52 0.62 -0.28
H 3.100 0.677 -1.448 0.55 -0.93 -0.51
H 4.215 0.517 -0.272 0.61 -0.84 0.24
```
Positions in Å, forces in eV/Å.

The largest force on an atom comes out at 4.3 eV/A. Its expectation value of S² is 0.76. As for the net charge: +1. For the energy, the calculation gives -326.7538 a.u. The orbital gap (alpha / beta) comes out at 9.784 / 5.776 eV. For the energy above the lowest of the compared OMol25 structures with the same formula, charge and spin, the calculation gives 184.7 kJ/mol. As for the spin multiplicity: 2.



Entry 2:
The ion C5H11NO with charge +1, computed with ωB97M-V with the def2-TZVPD basis set.

Geometry as XYZ:
```
18
Properties=species:S:1:pos:R:3:forces:R:3
C 1.991 0.057 1.478 -0.68 0.06 0.90
N 1.018 0.897 0.738 0.25 -2.72 -1.66
C -1.420 -1.183 -1.326 -1.59 -0.32 0.71
C -0.127 -0.517 -0.983 1.35 0.15 -0.49
C -0.194 0.282 0.319 0.50 0.81 0.60
C -1.149 1.583 0.215 -1.56 -0.67 0.10
O -1.265 2.220 -0.752 0.49 0.64 -0.76
H 2.638 0.731 2.030 0.42 -0.30 -0.10
H 1.513 -0.652 2.157 -0.31 0.49 0.18
H 2.494 -0.614 0.773 0.34 0.51 -0.22
H 1.497 1.141 -0.136 -0.16 1.08 0.36
H -1.720 -1.235 -2.368 0.73 -0.28 -0.21
H -1.479 -2.154 -0.829 -0.01 -0.10 -0.43
H -2.287 -0.648 -0.919 0.17 0.22 0.20
H 0.670 -1.221 -0.701 -0.33 -0.42 -0.13
H 0.338 -0.027 -1.846 -0.33 0.63 0.32
H -0.676 -0.335 1.078 0.32 0.10 0.32
H -1.842 1.674 1.072 0.40 0.11 0.31
```
Positions in Å, forces in eV/Å.

The largest force on an atom comes out at 3.2 eV/A. Its expectation value of S² is 0.76. As for the net charge: +1. For the energy, the calculation gives -326.7385 a.u. The orbital gap (alpha / beta) comes out at 11.134 / 6.651 eV. For the energy above the lowest of the compared OMol25 structures with the same formula, charge and spin, the calculation gives 224.8 kJ/mol. As for the spin multiplicity: 2.



Entry 3:
The ion C5H11NO with charge +1, computed with ωB97M-V with the def2-TZVPD basis set.

Geometry as XYZ:
```
18
Properties=species:S:1:pos:R:3:forces:R:3
C 0.201 0.831 -2.623 -0.57 -0.07 0.09
C 0.408 0.137 -1.274 0.31 0.21 -0.09
C -0.133 1.033 -0.135 -0.75 -0.66 -1.09
C -0.842 0.279 0.930 1.29 0.82 0.00
N -0.407 -1.131 1.248 -0.89 0.23 0.64
C 0.366 -1.328 2.437 1.09 -0.96 0.28
O -1.698 0.622 1.663 -0.46 -0.37 0.16
H 0.810 0.419 -3.425 -0.19 -0.16 0.07
H -0.862 0.797 -2.863 0.00 -0.38 -0.34
H 0.373 1.893 -2.592 0.59 0.48 0.27
H 1.466 -0.065 -1.109 0.01 -0.02 0.07
H -0.088 -0.839 -1.302 -0.04 0.06 0.04
H 0.655 1.693 0.214 -0.07 0.03 0.53
H -0.939 1.661 -0.529 0.20 0.24 0.01
H -1.165 -1.798 1.097 0.11 -0.21 -0.18
H 0.219 -2.300 2.901 -0.48 -0.04 -0.22
H 1.432 -1.340 2.166 -0.03 0.43 -0.08
H 0.204 -0.564 3.194 -0.09 0.37 -0.16
```
Positions in Å, forces in eV/Å.

The largest force on an atom comes out at 1.5 eV/A. Its expectation value of S² is 0.76. As for the net charge: +1. For the energy, the calculation gives -326.7634 a.u. The orbital gap (alpha / beta) comes out at 11.448 / 7.547 eV. For the energy above the lowest of the compared OMol25 structures with the same formula, charge and spin, the calculation gives 159.4 kJ/mol. As for the spin multiplicity: 2.



Entry 4:
A cluster of 2 separate species, C5H11NO in total, computed with ωB97M-V with the def2-TZVPD basis set.

Geometry as XYZ:
```
18
Properties=species:S:1:pos:R:3:forces:R:3
C -1.912 0.077 -1.153 0.01 0.25 0.52
N -0.585 -0.455 -0.838 0.05 0.73 -1.25
C 0.469 0.263 -0.490 0.49 -0.58 0.15
C 0.428 1.644 -0.284 -0.53 0.64 0.53
C 2.311 -0.880 0.732 -0.22 0.03 0.34
C 1.739 -0.507 -0.397 0.22 0.73 -0.11
H -1.994 0.269 -2.218 -0.04 -0.04 -0.11
H -2.644 -0.647 -0.831 -0.24 -0.27 -0.12
H -2.098 0.990 -0.587 0.08 -0.11 -0.11
H -0.346 -1.323 -1.314 -0.18 -0.28 0.62
H -0.435 2.253 -0.520 -0.06 -0.21 -0.09
H 1.226 2.188 0.197 0.34 -0.30 -0.14
H 1.903 -0.659 1.715 -0.10 -0.13 -0.12
H 3.230 -1.435 0.691 0.29 -0.05 0.07
H 2.264 -0.612 -1.337 -0.08 -0.34 -0.24
H -0.795 -0.486 1.546 0.08 -0.16 0.14
H -1.854 -0.428 2.615 0.45 0.12 0.27
O -0.907 -0.253 2.473 -0.57 -0.03 -0.34
```
Positions in Å, forces in eV/Å.

The largest force on an atom comes out at 1.4 eV/A. Its expectation value of S² is 0.76. As for the net charge: +1. For the energy, the calculation gives -326.7665 a.u. The orbital gap (alpha / beta) comes out at 11.314 / 7.694 eV. For the energy above the lowest of the compared OMol25 structures with the same formula, charge and spin, the calculation gives 151.3 kJ/mol. As for the spin multiplicity: 2.



Entry 5:
A structure of composition C5H11NO2, computed with ωB97M-V with the def2-TZVPD basis set.

Geometry as XYZ:
```
19
Properties=species:S:1:pos:R:3:forces:R:3
C -1.317 -1.227 -0.934 -1.07 -0.09 1.34
C -1.935 -0.678 0.192 -0.08 -1.44 -0.80
O 0.037 0.195 -1.738 0.75 1.02 0.61
H -0.522 0.801 -2.243 0.08 0.00 0.07
H -1.822 -1.253 -1.891 0.17 0.24 -0.04
H -0.493 -1.915 -0.821 0.15 0.18 -0.06
H -2.979 -0.397 0.092 0.10 0.28 -0.07
H -1.289 0.559 0.285 1.21 1.78 -0.54
H -1.686 -1.133 1.146 0.24 0.18 0.05
C 1.423 0.484 1.789 -0.10 -0.04 0.06
C 1.353 0.125 0.335 -0.19 -0.03 -0.12
C 0.496 1.082 -0.518 0.11 -1.11 -1.24
N 1.989 -0.876 -0.111 0.10 0.08 0.01
O -0.586 1.597 0.049 -1.25 -1.15 0.60
H 1.874 -0.968 -1.121 -0.15 0.06 0.05
H 1.160 1.845 -0.959 -0.13 -0.03 0.12
H 2.016 -0.255 2.323 0.05 0.06 -0.06
H 1.862 1.478 1.906 -0.01 -0.03 0.03
H 0.421 0.533 2.219 0.03 0.04 -0.02
```
Positions in Å, forces in eV/Å.

The largest force on an atom comes out at 2.2 eV/A. For the energy, the calculation gives -402.2222 a.u. The orbital gap comes out at 9.108 eV. For the energy above the lowest of the compared OMol25 structures with the same formula, charge and spin, the calculation gives 409.5 kJ/mol. As for the spin multiplicity: 1.



Entry 6:
An isolated molecule of C5H11NO2, computed with ωB97M-V with the def2-TZVPD basis set.

Geometry as XYZ:
```
19
Properties=species:S:1:pos:R:3:forces:R:3
C 0.216 0.727 -0.486 5.58 0.02 0.67
C -1.938 -0.109 0.238 2.14 -1.55 1.31
C 0.081 0.136 -1.870 0.36 -0.20 0.29
C -0.239 0.026 0.674 -6.00 0.56 -1.16
N 2.521 -0.469 -0.421 -0.45 0.13 -0.20
C 0.127 -0.198 1.913 0.42 0.09 -0.05
O 1.871 0.750 -0.076 -1.37 0.37 -1.09
O -2.782 0.150 1.313 -0.27 -0.07 0.45
H -2.567 -0.446 2.039 -0.05 0.10 -0.10
H 0.024 1.800 -0.427 -0.08 -0.12 -0.08
H 2.821 -0.919 0.444 -0.18 0.26 -0.04
H 3.365 -0.210 -0.931 -0.22 0.11 0.14
H -2.336 0.493 -0.580 0.83 0.34 0.01
H -1.974 -1.155 -0.089 -0.37 -0.04 -0.07
H -0.012 -0.948 -1.847 -0.22 0.03 0.08
H 1.023 0.320 -2.394 -0.26 0.24 -0.04
H -0.751 0.590 -2.403 -0.01 -0.05 -0.12
H 1.069 0.168 2.288 0.34 -0.34 -0.08
H -0.519 -0.704 2.616 -0.20 0.11 0.07
```
Positions in Å, forces in eV/Å.

The largest force on an atom comes out at 6.1 eV/A. As for the SMILES: C=C(CO)[C@H](C)ON. For the energy, the calculation gives -402.1796 a.u. The orbital gap comes out at 9.552 eV. For the energy above the lowest of the compared OMol25 structures with the same formula, charge and spin, the calculation gives 521.2 kJ/mol. As for the spin multiplicity: 1.



Entry 7:
A cluster of 2 separate species, C5H11NO2 in total, computed with ωB97M-V with the def2-TZVPD basis set.

Geometry as XYZ:
```
19
Properties=species:S:1:pos:R:3:forces:R:3
O 1.571 1.794 -1.022 -0.30 0.11 0.00
C 1.366 0.613 -1.132 0.29 0.10 0.12
C 1.337 -0.339 0.031 -0.12 -0.34 0.17
C 0.556 -1.627 -0.207 -0.26 0.39 -0.63
C -0.885 -1.322 -0.642 0.13 -0.06 0.48
C -1.964 0.447 0.385 -0.57 -0.10 0.45
N -1.619 -0.763 0.486 0.70 0.62 -0.37
H 1.305 0.159 -2.143 -0.08 -0.05 0.03
H 0.922 0.105 0.935 0.21 0.47 -0.16
H 2.401 -0.515 0.222 -0.05 -0.23 0.14
H 0.516 -2.191 0.721 0.16 -0.29 -0.10
H 0.982 -2.213 -1.025 0.25 -0.15 0.26
H -0.869 -0.702 -1.547 -0.20 0.25 0.09
H -1.347 -2.251 -0.896 -0.39 -0.72 -0.27
H -1.946 1.033 -0.538 0.37 -0.02 -0.10
H -2.364 0.948 1.265 -0.20 -0.03 -0.11
H 0.004 1.647 2.212 0.13 -0.22 -0.32
H 0.117 2.625 0.978 0.25 -0.42 0.05
O -0.082 2.552 1.918 -0.30 0.68 0.27
```
Positions in Å, forces in eV/Å.

The largest force on an atom comes out at 1.0 eV/A. As for the SMILES: C=NCCCC=O.O. For the energy, the calculation gives -402.3032 a.u. The orbital gap comes out at 10.964 eV. For the energy above the lowest of the compared OMol25 structures with the same formula, charge and spin, the calculation gives 196.8 kJ/mol. As for the spin multiplicity: 1.



Entry 8:
An isolated molecule of C5H11NO2, computed with ωB97M-V with the def2-TZVPD basis set.

Geometry as XYZ:
```
19
Properties=species:S:1:pos:R:3:forces:R:3
C -0.646 1.148 -0.951 -0.81 4.20 4.95
N 0.219 1.309 0.085 -2.58 -0.32 -2.67
C 1.641 0.458 0.096 3.80 -2.84 3.10
O 1.760 -0.340 -1.122 -1.21 1.22 1.16
O 1.851 -0.153 1.179 -0.44 0.55 -1.79
C -1.842 0.298 -0.607 0.58 -3.33 -0.63
C -1.350 -1.178 -0.167 -1.78 1.66 0.13
C -1.296 -1.326 1.388 0.60 0.33 -2.51
H 0.982 0.011 -1.571 0.40 -0.52 -1.10
H -0.865 2.145 -1.365 -0.02 -0.58 -0.88
H 0.505 2.248 0.328 0.22 0.22 -0.82
H 2.284 1.374 0.017 -0.55 0.00 -0.62
H -2.425 0.642 0.258 0.53 0.86 -0.29
H -2.547 0.146 -1.428 0.31 0.43 -0.12
H -0.387 -1.237 -0.635 0.37 -1.07 0.00
H -2.133 -1.787 -0.621 0.63 -0.67 0.01
H -2.309 -1.333 1.776 0.10 -0.27 0.37
H -0.756 -0.430 1.627 0.23 0.28 1.08
H -0.654 -2.181 1.577 -0.38 -0.14 0.63
```
Positions in Å, forces in eV/Å.

The largest force on an atom comes out at 6.5 eV/A. For the energy, the calculation gives -402.1690 a.u. The orbital gap comes out at 6.700 eV. For the energy above the lowest of the compared OMol25 structures with the same formula, charge and spin, the calculation gives 549.0 kJ/mol. As for the spin multiplicity: 1.



Entry 9:
An isolated molecule of C5H11NO2, computed with ωB97M-V with the def2-TZVPD basis set.

Geometry as XYZ:
```
19
Properties=species:S:1:pos:R:3:forces:R:3
O 0.814 1.384 -0.515 -0.34 -0.24 -0.55
C 0.344 0.346 -0.080 2.52 1.80 1.79
N 1.110 -0.203 1.008 -2.70 -1.31 -1.07
C 0.801 -1.482 1.688 3.24 1.23 -0.87
O 1.929 -2.357 1.443 -0.48 -0.53 0.14
C -1.018 -0.101 -0.372 -1.34 -0.75 -0.59
C -2.029 1.027 -0.782 0.00 -1.95 -0.25
C -1.759 1.414 -2.228 0.75 3.08 0.09
H 1.625 0.524 1.475 0.26 -0.18 0.06
H 0.930 -1.328 2.755 -1.16 -0.05 0.22
H -0.094 -1.949 1.289 -0.16 0.18 0.42
H 2.441 -2.016 0.704 -0.19 0.16 -0.14
H -1.209 -0.666 -1.285 1.21 -0.78 0.10
H -1.291 -0.763 0.455 -0.73 0.45 -0.14
H -2.072 1.840 -0.065 -0.22 0.07 -0.16
H -2.920 0.397 -0.868 -0.62 0.76 0.84
H -2.208 0.875 -3.048 0.41 -1.17 0.17
H -0.693 1.682 -2.293 -0.20 -0.80 -0.63
H -2.181 2.402 -2.473 -0.25 0.03 0.57
```
Positions in Å, forces in eV/Å.

The largest force on an atom comes out at 3.6 eV/A. As for the SMILES: CCCC(=O)NCO. For the energy, the calculation gives -402.3083 a.u. The orbital gap comes out at 10.748 eV. For the energy above the lowest of the compared OMol25 structures with the same formula, charge and spin, the calculation gives 183.4 kJ/mol. As for the spin multiplicity: 1.



Entry 10:
A structure of composition C5H11NO2, computed with ωB97M-V with the def2-TZVPD basis set.

Geometry as XYZ:
```
19
Properties=species:S:1:pos:R:3:forces:R:3
C 1.030 1.601 -0.639 1.98 1.22 1.22
N 1.460 0.232 -0.629 -1.70 -2.86 -2.37
C 0.409 -0.773 -0.334 1.80 4.04 0.65
C -0.144 -0.759 1.038 -1.92 -3.55 -0.91
C -0.695 0.651 1.069 0.46 -1.76 -0.55
O -1.214 -1.838 0.993 0.94 3.95 -0.93
C 0.244 -1.680 -1.322 1.18 -3.58 -4.15
O 1.011 -1.818 -2.355 -1.76 1.36 2.10
H 2.001 2.107 -0.812 -0.86 0.52 -0.41
H 0.200 1.982 -1.253 0.25 -0.48 -0.45
H 0.808 1.904 0.392 0.19 0.22 -0.16
H 1.632 -0.059 -1.655 0.42 0.43 1.74
H -1.778 0.761 1.668 -2.43 -0.55 0.75
H 0.648 -1.181 1.720 -0.90 1.21 -0.08
H -0.951 0.975 0.009 -0.81 -0.29 1.79
H -0.451 1.343 1.836 1.63 1.10 0.02
H -2.112 0.259 2.239 0.15 -0.27 -0.62
H -1.541 -1.297 -0.718 1.37 0.02 1.86
H -0.557 -2.409 -1.249 0.01 -0.74 0.51
```
Positions in Å, forces in eV/Å.

The largest force on an atom comes out at 5.6 eV/A. For the energy, the calculation gives -401.9076 a.u. The orbital gap comes out at 5.280 eV. For the energy above the lowest of the compared OMol25 structures with the same formula, charge and spin, the calculation gives 1235.3 kJ/mol. As for the spin multiplicity: 1.



Entry 11:
A cluster of 3 separate species, C5H11NO2 in total, computed with ωB97M-V with the def2-TZVPD basis set.

Geometry as XYZ:
```
19
Properties=species:S:1:pos:R:3:forces:R:3
C -1.492 0.824 0.073 0.45 -0.85 -1.24
C -0.104 0.197 -0.031 -1.86 -0.42 2.42
C 0.500 -0.616 -0.937 1.14 0.35 -0.12
N 1.719 -1.048 -0.372 -1.91 0.11 -0.47
C 1.698 -0.681 0.929 0.56 -0.03 2.28
C 0.556 0.020 1.243 1.13 0.53 -2.17
H -2.112 0.119 0.614 -0.24 0.33 0.34
H -1.529 1.790 0.582 0.22 -0.09 -0.29
H -1.922 0.847 -0.923 -0.34 0.59 -0.18
H 0.176 -0.976 -1.893 0.14 0.23 -0.36
H 2.380 -1.618 -0.870 0.07 -0.05 0.36
H 2.448 -0.948 1.674 0.12 -0.05 -0.73
H 0.268 0.573 2.125 0.32 -0.33 0.14
H -1.685 -1.856 1.683 -0.26 -0.28 0.10
H -1.995 -1.644 0.261 -0.17 -0.32 -0.25
O -2.367 -2.086 1.033 0.52 0.19 0.16
H 1.759 2.346 -2.248 -0.05 -0.28 -0.19
H 0.471 2.088 -1.420 0.17 -0.26 -0.12
O 1.229 2.669 -1.521 -0.02 0.64 0.30
```
Positions in Å, forces in eV/Å.

The largest force on an atom comes out at 3.1 eV/A. As for the SMILES: Cc1cc[nH]c1.O.O. For the energy, the calculation gives -402.3198 a.u. The orbital gap comes out at 9.401 eV. For the energy above the lowest of the compared OMol25 structures with the same formula, charge and spin, the calculation gives 153.3 kJ/mol. As for the spin multiplicity: 1.



Entry 12:
An isolated molecule of C5H11NO2, computed with ωB97M-V with the def2-TZVPD basis set.

Geometry as XYZ:
```
19
Properties=species:S:1:pos:R:3:forces:R:3
C 0.418 0.135 0.795 -1.48 0.63 0.30
C -0.089 0.128 -0.639 -0.49 2.87 -0.11
C 0.970 -0.120 -1.681 -0.07 0.17 -0.16
C -1.394 -0.593 -0.863 -0.01 -0.10 0.32
N 0.158 -1.081 1.524 0.13 0.07 0.18
C -0.516 1.360 1.152 1.20 -2.01 4.35
O 1.747 0.553 0.958 -0.27 -0.06 -0.09
O -1.563 1.169 1.766 0.70 0.70 -1.61
H 2.318 -0.179 0.692 0.00 0.05 -0.01
H -0.447 1.384 -0.540 0.84 -2.43 -1.91
H -0.841 -1.129 1.716 0.03 -0.07 -0.11
H 0.596 -0.995 2.437 0.03 0.00 -0.03
H 0.094 2.276 1.233 -0.57 0.53 -0.78
H 0.547 -0.042 -2.681 0.07 -0.05 -0.07
H 1.356 -1.134 -1.540 -0.02 -0.06 -0.09
H 1.802 0.576 -1.596 -0.01 0.01 0.00
H -1.258 -1.662 -0.697 -0.07 -0.06 -0.04
H -1.756 -0.430 -1.876 0.03 -0.01 -0.03
H -2.142 -0.216 -0.160 -0.05 -0.19 -0.09
```
Positions in Å, forces in eV/Å.

The largest force on an atom comes out at 4.9 eV/A. As for the SMILES: CC(C)[C@@](N)(O)C=O. For the energy, the calculation gives -402.2868 a.u. The orbital gap comes out at 9.711 eV. For the energy above the lowest of the compared OMol25 structures with the same formula, charge and spin, the calculation gives 239.8 kJ/mol. As for the spin multiplicity: 1.